No. 1
ORCA calculation (wB97M-V/def2-TZVPD) on a cluster of 6 separate species, C51H58B2N3O4 in total.

Cartesian coordinates (Å):
C 5.410 -3.935 3.209
C 4.407 -2.845 2.969
C 3.752 -2.264 4.058
C 2.791 -1.279 3.867
C 2.470 -0.845 2.591
C 1.406 0.203 2.311
C 0.182 -0.455 1.739
C -0.317 -0.474 0.476
C 0.212 0.211 -0.728
B 0.706 -0.753 -1.914
O 1.983 -1.289 -1.826
O -0.060 -0.985 -3.021
N -1.454 -1.283 0.530
C -2.313 -1.599 -0.617
B -3.045 -0.306 -1.255
O -3.190 -0.229 -2.609
O -3.531 0.658 -0.407
C -1.656 -1.708 1.769
C -2.730 -2.591 2.292
C -3.560 -1.991 3.445
C -4.893 -1.447 2.968
C -5.908 -2.357 2.662
C -7.127 -1.854 2.231
C -7.331 -0.485 2.104
C -6.306 0.405 2.403
C -5.077 -0.073 2.840
N -0.663 -1.213 2.529
N -0.443 -1.388 3.891
C 3.138 -1.399 1.498
C 4.097 -2.384 1.695
H 5.776 -3.920 4.228
H 6.209 -3.954 2.476
H 4.880 -4.884 3.101
H 3.992 -2.606 5.053
H 2.288 -0.847 4.719
H 1.777 0.919 1.590
H 1.107 0.714 3.222
H 1.043 0.850 -0.451
H -0.559 0.876 -1.133
H 2.025 -2.061 -1.252
H -0.220 -1.919 -3.181
H -3.058 -2.326 -0.316
H -1.701 -2.092 -1.365
H -3.790 -0.890 -2.970
H -2.812 1.056 0.098
H -3.397 -2.913 1.504
H -2.240 -3.501 2.644
H -3.759 -2.781 4.165
H -3.046 -1.204 3.985
H -5.719 -3.415 2.751
H -7.928 -2.534 1.983
H -8.288 -0.107 1.785
H -6.469 1.467 2.293
H -4.260 0.590 3.081
H -0.878 -2.239 4.218
H -0.825 -0.588 4.381
H 2.920 -1.053 0.498
H 4.595 -2.809 0.833
C 0.614 2.001 -4.377
C 1.427 2.848 -5.119
C 0.940 4.076 -5.543
C -0.356 4.458 -5.220
C -1.168 3.611 -4.479
C -0.684 2.379 -4.061
H 0.992 1.041 -4.054
H 2.438 2.551 -5.365
H 1.570 4.737 -6.124
H -0.733 5.418 -5.549
H -2.178 3.910 -4.229
H -1.320 1.711 -3.492
C 0.111 8.335 -5.461
C 0.931 9.181 -6.196
C 0.456 10.417 -6.612
C -0.835 10.811 -6.286
C -1.653 9.967 -5.548
C -1.181 8.727 -5.139
H 0.482 7.370 -5.137
H 1.939 8.877 -6.444
H 1.093 11.074 -7.189
H -1.203 11.777 -6.607
H -2.658 10.275 -5.293
H -1.821 8.066 -4.567
C 2.575 6.793 -2.695
C 3.812 6.241 -2.389
C 4.875 7.066 -2.048
C 4.700 8.443 -2.007
C 3.463 8.995 -2.311
C 2.402 8.171 -2.658
H 1.746 6.150 -2.965
H 3.947 5.167 -2.418
H 5.841 6.636 -1.814
H 5.529 9.085 -1.738
H 3.327 10.068 -2.280
H 1.439 8.600 -2.902
C -8.722 -6.147 0.899
C -8.981 -7.184 1.785
C -7.933 -7.842 2.414
C -6.623 -7.459 2.163
C -6.365 -6.422 1.277
C -7.411 -5.769 0.642
H -9.540 -5.636 0.410
H -10.003 -7.479 1.986
H -8.138 -8.653 3.100
H -5.805 -7.968 2.657
H -5.343 -6.123 1.080
H -7.204 -4.963 -0.051
C 9.583 -6.278 3.607
C 9.605 -7.631 3.295
C 8.573 -8.458 3.716
C 7.515 -7.932 4.444
C 7.492 -6.579 4.753
C 8.527 -5.753 4.338
H 10.390 -5.635 3.281
H 10.428 -8.041 2.724
H 8.594 -9.513 3.478
H 6.709 -8.577 4.770
H 6.666 -6.169 5.321
H 8.512 -4.698 4.584

Values from the calculation:
electronic energy: -2493.07277 Ha
charge: +1
lowest unoccupied orbital energy: -2.5479 eV

---

No. 2
ORCA calculation (wB97M-V/def2-TZVPD) on the molecule C4H7NO.

Cartesian coordinates (Å):
C 0.000 1.637 -0.279
C 0.173 0.178 -0.010
C -1.011 -0.752 0.383
N -1.322 -1.259 -0.805
C 1.328 -0.517 0.190
O 1.216 -1.762 0.512
H 0.885 2.023 -0.796
H -0.877 1.864 -0.888
H -0.102 2.185 0.668
H -0.114 -1.589 0.871
H -1.839 -0.289 0.927
H -0.472 -1.735 -1.135
H 2.295 -0.008 0.213

Values from the calculation:
electronic energy: -286.43823 Ha
energy relative to the best compared isomer or geometry (same formula, charge and spin): 507.8 kJ/mol
lowest unoccupied orbital energy (alpha / beta): -1.3312 / -1.3344 eV

---

No. 3
ORCA calculation (wB97M-V/def2-TZVPD) on a structure of composition C6H13ClCrN4O2S2.

Cartesian coordinates (Å):
Cr -0.843 0.907 -0.903
N -0.188 2.315 0.621
N 0.726 3.259 0.131
C 1.281 3.113 -1.082
N 2.134 4.051 -1.479
S 0.947 1.790 -2.092
H -1.077 2.774 0.815
H 0.189 1.869 1.453
H 0.871 4.097 0.674
H 2.390 4.838 -0.906
H 2.523 3.997 -2.406
O -4.130 2.901 -2.366
C -3.215 2.524 -1.755
N -2.284 2.127 -1.096
O 0.096 -0.437 0.218
S 0.614 -1.801 -0.319
C -0.792 -2.944 -0.130
C -0.522 -3.834 1.086
C 0.385 -3.046 2.025
C 1.466 -2.469 1.122
H -0.919 -3.478 -1.069
H -1.650 -2.286 -0.001
H -0.020 -4.751 0.771
H -1.460 -4.121 1.558
H 0.819 -3.670 2.804
H -0.165 -2.237 2.509
H 2.129 -3.248 0.737
H 2.074 -1.670 1.542
Cl -1.379 -0.569 -2.463

Values from the calculation:
electronic energy: -2906.84692 Ha
charge: +1
multiplicity: 4
energy relative to the best compared isomer or geometry (same formula, charge and spin): 0.0 kJ/mol
expectation value of S²: 3.791
lowest unoccupied orbital energy (alpha / beta): -4.1572 / -2.9527 eV

---

No. 4
ORCA calculation (wB97M-V/def2-TZVPD) on the molecule C25H30N4O2S.

Cartesian coordinates (Å):
C -4.433 -1.282 3.954
H -4.437 -0.209 4.127
H -4.220 -1.792 4.891
H -3.645 -1.513 3.242
C -5.790 -1.725 3.413
C -6.090 -1.029 2.130
N -5.649 0.125 1.788
C -6.122 0.534 0.578
C -6.957 -0.350 -0.029
S -7.175 -1.747 0.950
H -7.445 -0.263 -0.977
C -5.662 1.851 0.031
N -4.221 1.879 -0.078
C -3.594 1.745 -1.276
O -4.201 1.733 -2.331
C -2.111 1.644 -1.204
C -1.352 2.163 -0.156
C 0.019 2.042 -0.164
C 0.679 1.392 -1.213
C -0.077 0.883 -2.266
C -1.451 1.022 -2.257
H -2.041 0.640 -3.077
H 0.391 0.385 -3.101
O 2.028 1.346 -1.104
C 2.811 0.665 -2.076
C 4.246 1.160 -1.909
C 5.176 0.398 -2.865
N 5.110 -1.040 -2.745
C 3.752 -1.524 -2.841
C 2.769 -0.850 -1.876
H 1.762 -1.234 -2.046
H 3.053 -1.080 -0.848
H 3.751 -2.602 -2.673
H 3.421 -1.338 -3.872
C 5.967 -1.645 -1.742
C 5.821 -1.156 -0.317
N 4.824 -1.663 0.397
C 4.649 -1.247 1.639
C 5.462 -0.306 2.250
C 6.514 0.218 1.516
C 6.700 -0.214 0.214
H 7.511 0.172 -0.385
H 7.180 0.950 1.951
H 5.279 0.004 3.267
H 3.816 -1.696 2.165
H 7.001 -1.475 -2.063
H 5.770 -2.719 -1.758
H 6.209 0.716 -2.711
H 4.895 0.649 -3.895
H 4.545 1.004 -0.873
H 4.294 2.230 -2.118
H 2.461 0.924 -3.087
H 0.618 2.449 0.635
H -1.825 2.693 0.657
H -3.718 1.680 0.773
H -6.068 2.009 -0.970
H -5.985 2.659 0.696
C -6.906 -1.422 4.419
H -7.869 -1.749 4.032
H -6.714 -1.940 5.355
H -6.953 -0.353 4.613
H -5.776 -2.804 3.224

Values from the calculation:
electronic energy: -1738.36911 Ha
SMILES string: CC(C)c1nc(CNC(=O)c2ccc(OC3CCN(Cc4ccccn4)CC3)cc2)cs1
energy relative to the best compared isomer or geometry (same formula, charge and spin): 105.0 kJ/mol
lowest unoccupied orbital energy: 0.7380 eV

---

No. 5
ORCA calculation (wB97M-V/def2-TZVPD) on a structure of composition C46H34Br2N2OOsP2.

Cartesian coordinates (Å):
Os -0.292 -0.065 -0.064
O -1.757 2.146 -2.272
C -2.591 3.010 -1.589
C -3.660 3.679 -2.157
C -4.353 4.581 -1.362
C -3.976 4.790 -0.040
C -2.952 4.036 0.533
C -2.253 3.117 -0.235
P -0.970 2.094 0.567
C 0.591 2.973 0.470
C 0.807 3.926 -0.530
C 1.996 4.640 -0.559
C 2.967 4.407 0.408
C 2.761 3.451 1.398
C 1.582 2.724 1.427
C -1.515 1.938 2.258
C -2.547 1.028 2.523
C -3.082 0.940 3.796
C -2.595 1.768 4.805
C -1.588 2.687 4.540
C -1.037 2.775 3.270
C -1.336 2.148 -3.498
C -1.668 3.110 -4.488
C -1.182 2.917 -5.749
C -0.370 1.795 -6.035
C 0.013 0.883 -5.018
C -0.441 1.057 -3.743
P -0.019 -0.153 -2.419
C 1.657 -0.676 -2.778
C 2.611 0.255 -3.203
C 3.924 -0.146 -3.403
C 4.289 -1.468 -3.170
C 3.347 -2.389 -2.726
C 2.033 -1.997 -2.518
C -1.209 -1.461 -2.699
C -1.073 -2.464 -3.658
C -2.103 -3.382 -3.826
C -3.254 -3.298 -3.049
C -3.397 -2.292 -2.097
C -2.373 -1.375 -1.932
H -3.984 3.476 -3.170
H -5.197 5.118 -1.776
H -4.505 5.516 0.564
H -2.714 4.170 1.581
H 0.036 4.141 -1.262
H 2.155 5.399 -1.315
H 3.880 4.990 0.403
H 3.514 3.290 2.160
H 1.413 2.000 2.216
H -2.957 0.417 1.723
H -3.886 0.246 4.005
H -3.013 1.704 5.802
H -1.237 3.348 5.323
H -0.258 3.501 3.074
H -2.267 3.980 -4.258
H -1.415 3.629 -6.531
H -0.008 1.643 -7.045
H 0.674 0.061 -5.262
H 2.336 1.289 -3.387
H 4.661 0.567 -3.752
H 5.310 -1.784 -3.346
H 3.635 -3.420 -2.559
H 1.302 -2.723 -2.178
H -0.179 -2.540 -4.266
H -2.010 -4.161 -4.571
H -4.051 -4.016 -3.191
H -4.305 -2.222 -1.512
H -2.505 -0.539 -1.225
Br -1.180 -5.501 3.647
C -1.012 -3.937 2.706
C -2.128 -3.337 2.123
C -1.951 -2.177 1.413
N -0.746 -1.590 1.277
C 0.338 -2.165 1.860
C 0.244 -3.337 2.563
C 1.600 -1.433 1.637
C 2.736 -1.606 2.380
C 3.884 -0.883 2.039
Br 5.425 -1.098 3.013
C 3.848 -0.005 0.958
C 2.671 0.148 0.274
N 1.562 -0.548 0.599
H -3.112 -3.774 2.217
H -2.792 -1.689 0.939
H 1.120 -3.802 2.993
H 2.750 -2.286 3.220
H 4.724 0.557 0.665
H 2.596 0.820 -0.568

Values from the calculation:
electronic energy: -7878.00211 Ha
charge: +4
lowest unoccupied orbital energy (alpha / beta): -14.2544 / -14.1662 eV

---

No. 6
ORCA calculation (wB97M-V/def2-TZVPD) on a structure of composition C2H2BrClO2S.

Cartesian coordinates (Å):
C -1.529 -0.504 -0.429
C -0.119 -0.652 0.066
O 0.122 1.900 0.927
O 1.960 0.336 1.406
S 0.907 0.790 0.465
Cl 1.792 1.302 -1.264
Br 0.756 -2.222 0.213
H -1.925 -1.418 -0.705
H -1.965 0.468 -0.678

Values from the calculation:
electronic energy: -3660.10392 Ha
multiplicity: 3
expectation value of S²: 2.007
lowest unoccupied orbital energy (alpha / beta): 0.1516 / -3.2322 eV

---

No. 7
ORCA calculation (wB97M-V/def2-TZVPD) on the ion C18H30BBrFN5O6PS with charge +1.

Cartesian coordinates (Å):
C -0.385 2.252 3.621
C 0.755 2.583 3.025
C 2.031 2.814 2.027
N 2.687 1.484 1.895
C 2.903 0.946 0.689
N 3.559 -0.416 0.685
C 2.708 -1.191 -0.322
F 3.495 -1.327 -1.531
C 2.633 -2.704 0.313
B 4.200 -3.233 0.451
O 4.985 -3.110 1.678
O 4.884 -3.910 -0.663
O 1.387 -0.655 -0.496
C 1.371 0.663 -1.100
C 1.293 0.496 -2.734
C 2.330 1.452 -3.522
O 3.619 0.788 -3.610
C 0.036 1.537 -0.719
C -1.349 0.732 -0.921
C -2.537 1.767 -0.439
C -3.606 0.942 0.455
C -5.156 1.251 0.132
C -5.816 0.331 -1.013
C -5.627 -1.258 -0.829
S -5.565 -1.861 0.931
C -3.910 -2.747 1.004
N -2.846 -2.451 1.979
N -1.719 -3.215 1.790
C -2.047 -4.043 0.639
O -3.388 -3.773 0.153
N 2.542 1.465 -0.627
P 3.149 0.657 3.450
O 2.431 -0.930 3.440
Br 5.386 0.368 3.595
H -1.089 1.679 4.340
H 1.589 3.267 1.076
H 2.727 3.551 2.583
H 4.462 -0.219 0.180
H 2.049 -3.435 -0.354
H 2.158 -2.687 1.377
H 5.596 -2.337 1.645
H 5.713 -3.429 -0.899
H 0.242 0.708 -3.156
H 1.512 -0.616 -2.941
H 2.353 2.504 -3.055
H 1.905 1.570 -4.602
H 4.164 1.135 -2.866
H 0.059 2.485 -1.401
H 0.037 1.924 0.363
H -1.291 -0.205 -0.227
H -1.596 0.447 -2.007
H -2.070 2.587 0.252
H -2.983 2.331 -1.335
H -3.446 1.195 1.584
H -3.376 -0.172 0.304
H -5.829 1.201 1.070
H -5.202 2.357 -0.245
H -5.383 0.635 -2.051
H -6.942 0.551 -1.053
H -6.548 -1.767 -1.323
H -4.698 -1.624 -1.425
H -1.319 -4.803 0.149
H 2.431 2.481 -0.696
H 1.451 -0.859 3.322

Values from the calculation:
electronic energy: -4866.85238 Ha
charge: +1
SMILES string: C#CCN(C1=[NH+][C@](CCO)(CCCCCCCSc2nnco2)O[C@](F)(CB(O)O)N1)P(O)Br
lowest unoccupied orbital energy: -4.5647 eV

---

No. 8
ORCA calculation (wB97M-V/def2-TZVPD) on a cluster of 2 separate species, C23H20F9N4O6P in total.

Cartesian coordinates (Å):
C 3.020 -4.757 1.906
C 3.467 -3.211 1.700
N 3.628 -2.534 2.835
C 3.738 -2.577 0.242
C 3.222 -1.076 0.080
C 4.300 0.007 -0.302
C 5.857 -0.340 -0.519
N 6.113 -1.316 -1.622
C 3.925 1.525 -0.499
C 2.459 1.949 -0.259
C 1.379 0.882 0.169
C 1.719 -0.646 0.323
P 0.375 -1.926 0.783
O -0.987 -1.591 0.120
O 0.251 -2.127 2.472
O 0.768 -3.499 0.178
C -0.083 1.485 0.434
O -0.891 1.054 1.292
C -0.524 2.763 -0.409
C -2.029 2.929 -0.709
C -2.570 4.156 -1.478
C -4.092 4.475 -1.814
F -4.602 5.285 -0.761
F -4.069 5.326 -2.983
C -5.001 3.209 -2.190
F -4.287 2.051 -2.578
F -5.770 3.597 -3.347
C -6.077 2.769 -1.085
F -7.037 3.789 -0.785
F -6.852 1.716 -1.689
C -5.472 2.143 0.260
F -6.595 1.866 1.109
F -4.882 0.860 0.023
F -4.641 3.006 0.996
C -1.495 5.215 -1.937
C 0.038 5.044 -1.631
C 0.545 3.796 -0.853
C 2.052 3.501 -0.454
O 2.932 4.401 -0.326
H 3.691 -5.259 2.681
H 3.051 -5.329 0.902
H 1.925 -4.798 2.275
H 3.944 -1.576 2.604
H 4.846 -2.733 0.020
H 3.164 -3.209 -0.534
H 6.318 -0.768 0.454
H 6.462 0.615 -0.742
H 5.217 -1.549 -2.067
H 6.806 -0.961 -2.290
H 4.730 2.270 -0.807
H 0.441 -1.237 2.858
H 1.082 -3.343 -0.750
H -2.736 2.116 -0.346
H -1.778 6.172 -2.511
H 0.789 5.850 -1.951
C -2.697 -5.397 1.825
O -3.228 -6.455 2.130
N -3.360 -4.215 1.836
N -1.398 -5.311 1.448
H -2.941 -3.335 1.588
H -4.329 -4.235 2.110
H -0.868 -6.167 1.426
H -0.946 -4.451 1.195

Values from the calculation:
electronic energy: -2798.78560 Ha
SMILES string: [H]/N=C(/C)Cc1c(CN)cc2c(c1P(=O)(O)O)C(=O)c1cc(C(F)(F)C(F)(F)C(F)(F)C(F)(F)F)ccc1C2=O.NC(N)=O
energy relative to the best compared isomer or geometry (same formula, charge and spin): 1219.0 kJ/mol
lowest unoccupied orbital energy: -2.1972 eV

---

No. 9
ORCA calculation (wB97M-V/def2-TZVPD) on a cluster of 2 separate species, C2H3NS4 in total.

Cartesian coordinates (Å):
C 0.012 1.187 0.128
C -0.123 -0.228 0.436
N -0.967 1.804 -0.333
S -1.798 -0.671 0.577
S -2.363 1.085 -0.488
S 0.825 -1.168 -1.713
S 1.040 -1.028 1.442
H 1.083 1.484 0.341
H 0.308 -2.395 -1.532
H 1.982 -0.068 1.141

Values from the calculation:
electronic energy: -1725.36689 Ha
multiplicity: 3
energy relative to the best compared isomer or geometry (same formula, charge and spin): 40.5 kJ/mol
expectation value of S²: 2.017
lowest unoccupied orbital energy (alpha / beta): -0.0462 / -2.6180 eV